Arrangement P

The following is a quantum chemistry calculation of a structure of composition C3H2N4O, from OMol25.

Values from the calculation:
**Orbital gap (alpha / beta)**: 0.26366 / 0.26393 Ha

Last column: natural (NBO) charge in e.
Element x y z (Å)
C  1.230  1.425  0.126  0.32
C  0.150  0.494  0.049  0.12
C  -1.041  -0.430  1.078  0.11
N  -0.531  -1.709  1.369  -0.18
N  -0.467  -0.153  -0.933  -0.29
N  -1.397  -0.922  -0.315  -0.20
N  -0.856  -2.179  0.270  0.01
O  1.947  1.677  -0.821  -0.47
H  1.358  1.881  1.121  0.15
H  -0.392  -0.085  -1.944  0.42

Arrangement Q

The following is a quantum chemistry calculation of the molecule C3H2N4O, from OMol25.

Values from the calculation:
**Orbital gap**: 0.43195 Ha
**Structure (SMILES)**: N#CCc1nnon1

Last column: natural (NBO) charge in e.
Element x y z (Å)
N  -2.838  -1.011  -0.211  -0.26
C  -1.984  -0.260  -0.061  0.27
C  -0.897  0.664  0.049  -0.55
C  0.496  0.087  0.060  0.28
N  0.837  -1.241  0.190  -0.24
N  2.100  -1.405  -0.082  0.16
O  2.546  -0.111  -0.190  -0.13
N  1.532  0.763  -0.107  -0.09
H  -0.932  1.053  1.042  0.28
H  -0.860  1.461  -0.689  0.28

Arrangement R

The following is a quantum chemistry calculation of the molecule C3H2N4O, from OMol25.

Values from the calculation:
**Orbital gap**: 0.32499 Ha
**Structure (SMILES)**: O=c1cnnncn1

Last column: natural (NBO) charge in e.
Element x y z (Å)
O  2.148  -0.238  -0.958  -0.51
C  1.114  0.076  -0.300  0.54
C  0.352  1.289  0.201  0.03
N  -0.959  1.163  0.089  -0.28
N  -1.578  0.329  -0.898  0.09
N  -1.270  -0.962  -0.850  -0.19
C  -0.518  -1.313  0.342  0.22
N  0.693  -0.833  0.541  -0.40
H  0.900  2.284  0.546  0.26
H  -0.882  -1.795  1.287  0.23

Result of the stability comparison: arrangement P is the least stable of them.

Arrangement P

The following is a quantum chemistry calculation of the molecule C3H2N4O, from OMol25.

Values from the calculation:
**Orbital gap (alpha / beta)**: 0.30203 / 0.29353 Ha

Last column: natural (NBO) charge in e.
Element x y z (Å)
C  0.448  -1.701  0.720  0.38
C  -0.069  -0.441  0.248  -0.14
C  -0.955  0.013  -0.689  0.13
N  -0.456  1.130  -2.427  0.07
N  0.260  0.893  0.654  -0.36
N  -0.589  1.408  -0.330  -0.15
N  -0.132  1.828  -1.537  0.04
O  1.278  -1.832  1.584  -0.50
H  0.016  -2.564  0.180  0.13
H  0.198  1.267  1.596  0.40

Arrangement Q

The following is a quantum chemistry calculation of the molecule C3H2N4O, from OMol25.

Values from the calculation:
**Orbital gap**: 0.38209 Ha
**Structure (SMILES)**: c1nc2[nH]nnc2o1

Last column: natural (NBO) charge in e.
Element x y z (Å)
C  -1.894  -0.069  -0.089  0.33
N  -1.146  1.007  -0.107  -0.44
C  0.141  0.477  0.036  0.14
N  1.434  0.793  -0.119  -0.34
N  2.187  -0.280  -0.086  -0.01
N  1.411  -1.310  -0.029  -0.24
C  0.099  -0.822  -0.012  0.31
O  -1.136  -1.235  -0.100  -0.40
H  -2.943  -0.329  0.277  0.23
H  1.846  1.767  0.230  0.43

Result of the stability comparison: arrangement P is the least stable of them.

Arrangement P

The following is a quantum chemistry calculation of a cluster of 9 separate species, C18H54O9 in total, from OMol25.

Values from the calculation:
**Orbital gap**: 0.37183 Ha
**Structure (SMILES)**: CCO.CCO.CCO.CCO.CCO.CCO.CCO.CCO.CCO

Last column: Löwdin charge in e.
Element x y z (Å)
C  -1.766  -2.609  8.385  -0.08
C  -1.568  -4.122  8.411  -0.30
O  -0.207  -4.490  8.167  -0.08
H  -1.358  -2.189  9.310  0.06
H  -2.835  -2.384  8.390  0.06
H  -1.277  -2.129  7.541  0.08
H  -2.131  -4.614  7.621  0.11
H  -1.873  -4.502  9.391  0.11
H  0.330  -4.310  8.943  0.07
C  -2.704  2.576  14.896  -0.09
C  -2.495  1.129  15.279  -0.33
O  -3.342  0.248  14.559  -0.10
H  -2.368  2.776  13.877  0.07
H  -2.065  3.221  15.515  0.07
H  -3.719  2.939  15.047  0.07
H  -2.693  0.947  16.336  0.11
H  -1.444  0.855  15.112  0.10
H  -3.151  0.354  13.617  0.03
C  -3.057  0.440  9.901  -0.09
C  -3.000  -0.287  11.232  -0.30
O  -1.887  0.112  12.010  -0.09
H  -3.252  1.511  10.040  0.09
H  -3.828  0.044  9.242  0.05
H  -2.099  0.440  9.379  0.05
H  -2.931  -1.349  10.962  0.11
H  -3.931  -0.174  11.795  0.09
H  -1.337  -0.652  12.229  0.04
C  -2.136  1.593  6.243  -0.08
C  -0.634  1.657  6.024  -0.32
O  -0.382  1.224  4.693  -0.07
H  -2.613  2.416  5.713  0.08
H  -2.386  1.695  7.300  0.05
H  -2.545  0.653  5.873  0.08
H  -0.101  1.029  6.743  0.09
H  -0.287  2.686  6.159  0.11
H  0.557  1.313  4.505  0.08
C  0.549  1.380  9.702  -0.10
C  1.876  2.071  9.497  -0.31
O  2.057  2.553  8.161  -0.09
H  -0.332  1.945  9.389  0.07
H  0.457  1.047  10.736  0.07
H  0.477  0.481  9.077  0.07
H  2.663  1.351  9.717  0.11
H  1.993  2.926  10.171  0.11
H  1.419  3.264  8.047  0.07
C  1.326  -2.264  14.342  -0.08
C  -0.078  -2.510  13.828  -0.30
O  -0.208  -2.113  12.471  -0.09
H  2.042  -2.923  13.846  0.07
H  1.440  -2.396  15.421  0.08
H  1.616  -1.221  14.195  0.08
H  -0.790  -1.921  14.412  0.11
H  -0.411  -3.542  13.982  0.11
H  0.432  -2.591  11.936  0.10
C  -6.736  0.891  10.904  -0.09
C  -8.019  0.088  10.865  -0.31
O  -8.711  0.428  9.663  -0.09
H  -6.199  0.588  11.811  0.07
H  -6.979  1.945  11.047  0.08
H  -6.021  0.768  10.095  0.04
H  -8.601  0.287  11.767  0.11
H  -7.777  -0.982  10.840  0.10
H  -9.622  0.124  9.720  0.08
C  -5.954  -1.772  8.158  -0.10
C  -6.697  -2.849  7.389  -0.30
O  -5.812  -3.942  7.082  -0.09
H  -5.614  -2.099  9.139  0.07
H  -6.590  -0.891  8.303  0.06
H  -5.139  -1.446  7.508  0.07
H  -7.041  -2.478  6.423  0.11
H  -7.578  -3.196  7.936  0.11
H  -5.936  -4.617  7.755  0.08
C  -5.870  2.003  6.018  -0.07
C  -5.486  2.200  7.481  -0.33
O  -4.957  3.494  7.719  -0.08
H  -6.460  2.858  5.691  0.07
H  -6.418  1.071  5.870  0.07
H  -4.969  1.937  5.407  0.06
H  -4.736  1.464  7.772  0.07
H  -6.343  2.019  8.140  0.10
H  -5.677  4.126  7.779  0.08

Arrangement Q

The following is a quantum chemistry calculation of a cluster of 9 separate species, C18H54O9 in total, from OMol25.

Values from the calculation:
**Orbital gap**: 0.38462 Ha
**Structure (SMILES)**: CCO.CCO.CCO.CCO.CCO.CCO.CCO.CCO.CCO

Last column: Löwdin charge in e.
Element x y z (Å)
C  -7.641  -8.942  -2.210  -0.09
C  -6.900  -7.735  -2.701  -0.33
O  -7.563  -6.591  -2.155  -0.10
H  -7.778  -9.041  -1.133  0.08
H  -7.108  -9.848  -2.499  0.07
H  -8.628  -8.861  -2.664  0.08
H  -6.848  -7.718  -3.790  0.11
H  -5.892  -7.593  -2.311  0.11
H  -6.990  -5.824  -2.089  0.08
C  -15.141  -9.974  7.633  -0.08
C  -15.492  -9.714  6.131  -0.32
O  -15.660  -8.335  5.925  -0.08
H  -14.920  -11.022  7.835  0.06
H  -15.920  -9.711  8.349  0.06
H  -14.296  -9.324  7.860  0.07
H  -16.321  -10.316  5.757  0.10
H  -14.659  -10.069  5.525  0.11
H  -16.406  -8.084  6.474  0.08
C  -6.252  -11.505  11.794  -0.09
C  -4.976  -10.712  11.604  -0.34
O  -4.895  -10.277  10.259  -0.08
H  -6.448  -11.874  12.801  0.07
H  -6.166  -12.375  11.143  0.07
H  -7.098  -10.919  11.434  0.07
H  -4.115  -11.314  11.897  0.11
H  -4.986  -9.829  12.243  0.11
H  -4.260  -9.557  10.281  0.08
C  -4.376  -3.866  3.018  -0.10
C  -5.822  -4.087  3.424  -0.35
O  -6.280  -3.303  4.492  -0.06
H  -3.655  -4.158  3.781  0.07
H  -4.189  -2.841  2.697  0.07
H  -4.188  -4.515  2.163  0.07
H  -5.854  -5.150  3.660  0.11
H  -6.438  -3.946  2.536  0.11
H  -6.746  -3.938  5.040  0.08
C  -12.790  -2.589  8.354  -0.08
C  -13.581  -3.801  7.931  -0.34
O  -12.917  -4.455  6.870  -0.10
H  -12.721  -1.821  7.584  0.07
H  -11.785  -2.879  8.664  0.08
H  -13.370  -2.049  9.103  0.07
H  -14.537  -3.538  7.479  0.11
H  -13.764  -4.557  8.695  0.11
H  -13.496  -5.049  6.387  0.08
C  -4.294  -11.282  4.688  -0.09
C  -4.526  -12.682  5.302  -0.31
O  -5.407  -12.573  6.431  -0.08
H  -3.702  -10.732  5.419  0.07
H  -5.168  -10.765  4.294  0.07
H  -3.590  -11.417  3.866  0.07
H  -3.623  -13.256  5.513  0.10
H  -4.925  -13.317  4.511  0.10
H  -4.967  -11.970  7.034  0.07
C  -3.062  -5.727  8.462  -0.08
C  -1.855  -5.420  9.351  -0.35
O  -1.576  -6.530  10.133  -0.08
H  -3.255  -4.953  7.720  0.07
H  -4.003  -5.766  9.010  0.07
H  -2.925  -6.649  7.897  0.07
H  -2.039  -4.557  9.991  0.11
H  -0.925  -5.217  8.821  0.11
H  -1.109  -6.242  10.921  0.08
C  -9.268  -8.612  5.053  -0.12
C  -8.708  -8.238  6.397  -0.28
O  -9.005  -6.820  6.418  -0.10
H  -8.903  -7.966  4.255  0.08
H  -10.351  -8.486  5.030  0.07
H  -9.060  -9.641  4.761  0.07
H  -7.630  -8.385  6.457  0.11
H  -9.174  -8.840  7.177  0.11
H  -9.946  -6.631  6.372  0.07
C  -12.446  -14.849  6.875  -0.08
C  -11.139  -13.998  6.951  -0.31
O  -10.068  -14.756  7.513  -0.09
H  -13.281  -14.288  6.455  0.07
H  -12.657  -15.198  7.886  0.07
H  -12.257  -15.753  6.297  0.07
H  -11.228  -13.077  7.528  0.10
H  -10.911  -13.711  5.924  0.10
H  -9.240  -14.297  7.353  0.08

Result of the stability comparison: arrangement Q is the least stable of them.

Arrangement P

The following is a quantum chemistry calculation of a cluster of 9 separate species, C18H54O9 in total, from OMol25.

Values from the calculation:
**Orbital gap**: 0.39057 Ha
**Structure (SMILES)**: CC(C)O.CC(C)O.CC(C)O.CC(C)O.CC(C)O.CC(C)O.O.O.O

Last column: Löwdin charge in e.
Element x y z (Å)
C  -0.025  -1.396  -4.767  -0.05
C  -0.600  -1.648  -3.382  -0.45
C  0.039  -2.809  -2.658  -0.04
O  -0.567  -0.415  -2.603  -0.08
H  -0.554  -0.739  -5.392  0.06
H  0.041  -2.338  -5.254  0.07
H  0.967  -1.032  -4.757  0.07
H  -1.675  -1.842  -3.542  0.13
H  -0.276  -3.747  -3.182  0.10
H  -0.336  -2.822  -1.639  0.07
H  1.092  -2.663  -2.647  0.07
H  0.103  -0.527  -1.907  0.05
C  -4.548  -2.223  -0.447  -0.03
C  -4.583  -0.754  -0.904  -0.46
C  -5.939  -0.357  -1.451  -0.05
O  -4.106  0.155  0.105  -0.08
H  -5.137  -2.860  -1.138  0.09
H  -5.076  -2.344  0.450  0.06
H  -3.536  -2.545  -0.259  0.07
H  -3.859  -0.736  -1.694  0.11
H  -5.929  0.638  -1.853  0.06
H  -6.620  -0.309  -0.624  0.08
H  -6.216  -1.040  -2.281  0.10
H  -3.551  0.825  -0.342  0.06
C  -0.941  3.458  -2.221  -0.06
C  -2.316  2.853  -2.068  -0.46
C  -2.933  2.548  -3.467  -0.05
O  -2.342  1.628  -1.352  -0.10
H  -0.873  4.375  -2.828  0.09
H  -0.266  2.723  -2.705  0.08
H  -0.511  3.773  -1.240  0.09
H  -3.036  3.529  -1.571  0.15
H  -3.263  3.520  -3.909  0.09
H  -3.683  1.756  -3.501  0.07
H  -2.127  2.248  -4.140  0.07
H  -1.983  0.915  -1.947  0.09
C  3.246  1.536  -1.183  -0.03
C  2.992  0.060  -1.510  -0.47
C  4.266  -0.798  -1.360  -0.04
O  1.824  -0.458  -0.875  -0.08
H  3.114  1.756  -0.114  0.08
H  2.477  2.145  -1.709  0.08
H  4.235  1.739  -1.474  0.06
H  2.764  -0.043  -2.528  0.10
H  4.776  -0.528  -0.433  0.08
H  4.940  -0.640  -2.152  0.05
H  3.939  -1.875  -1.367  0.10
H  2.106  -0.819  -0.021  0.04
C  4.006  -2.619  3.103  -0.04
C  2.503  -2.368  2.613  -0.42
C  1.592  -2.278  3.777  -0.06
O  2.587  -1.202  1.720  -0.10
H  4.145  -3.714  3.273  0.08
H  4.200  -2.038  4.030  0.07
H  4.708  -2.278  2.397  0.04
H  2.236  -3.146  1.901  0.13
H  1.946  -1.602  4.567  0.07
H  1.385  -3.244  4.248  0.09
H  0.630  -1.989  3.345  0.07
H  2.425  -0.396  2.245  0.06
C  1.238  3.185  4.121  -0.04
C  2.305  2.229  3.587  -0.47
C  2.879  1.259  4.543  -0.08
O  1.705  1.475  2.472  -0.10
H  0.978  3.887  3.327  0.09
H  1.672  3.641  5.032  0.09
H  0.396  2.592  4.395  0.07
H  3.236  2.744  3.229  0.14
H  3.563  0.571  3.986  0.09
H  2.079  0.664  4.976  0.08
H  3.473  1.843  5.225  0.08
H  0.759  1.648  2.320  0.04
O  -0.578  -2.401  1.248  -0.07
H  -0.915  -1.533  1.452  -0.02
H  0.308  -2.158  0.839  0.05
O  -0.786  2.257  1.405  -0.04
H  -0.760  1.928  0.509  0.02
H  -1.431  1.654  1.773  0.00
O  -2.267  -0.061  2.003  -0.07
H  -2.672  -0.338  2.817  0.05
H  -3.056  -0.084  1.365  0.04

Arrangement Q

The following is a quantum chemistry calculation of a cluster of 9 separate species, C18H54O9 in total, from OMol25.

Values from the calculation:
**Orbital gap**: 0.38330 Ha
**Structure (SMILES)**: CC(C)O.CC(C)O.CC(C)O.CC(C)O.CC(C)O.CC(C)O.O.O.O

Last column: Löwdin charge in e.
Element x y z (Å)
C  -11.967  1.002  -8.672  -0.05
C  -13.264  1.264  -9.419  -0.52
C  -13.212  0.668  -10.859  -0.04
O  -14.367  0.724  -8.780  -0.08
H  -11.092  1.326  -9.285  0.09
H  -11.932  -0.074  -8.417  0.08
H  -11.853  1.538  -7.725  0.07
H  -13.368  2.349  -9.495  0.14
H  -12.855  -0.370  -10.880  0.08
H  -12.569  1.255  -11.492  0.07
H  -14.185  0.685  -11.342  0.07
H  -14.329  1.234  -7.904  0.07
C  -12.376  -2.150  -5.312  -0.04
C  -11.557  -3.000  -6.334  -0.41
C  -10.422  -3.921  -5.767  -0.05
O  -12.382  -3.773  -7.270  -0.10
H  -12.673  -1.100  -5.612  0.07
H  -11.826  -2.046  -4.354  0.08
H  -13.397  -2.651  -5.202  0.09
H  -10.997  -2.299  -7.051  0.14
H  -9.758  -3.282  -5.194  0.07
H  -9.898  -4.366  -6.591  0.07
H  -10.750  -4.659  -5.065  0.07
H  -12.878  -4.467  -6.830  0.09
C  -18.902  1.127  -6.623  -0.06
C  -18.223  2.486  -6.962  -0.48
C  -18.171  3.281  -5.638  -0.06
O  -16.916  2.390  -7.477  -0.05
H  -18.293  0.755  -5.760  0.07
H  -18.805  0.357  -7.422  0.08
H  -19.952  1.230  -6.238  0.10
H  -18.899  3.077  -7.627  0.14
H  -17.653  2.745  -4.919  0.05
H  -19.176  3.359  -5.289  0.06
H  -17.772  4.345  -5.758  0.11
H  -16.908  1.847  -8.265  0.09
C  -17.121  -2.656  -5.272  -0.03
C  -18.250  -3.707  -5.337  -0.52
C  -19.577  -3.052  -5.211  -0.07
O  -18.230  -4.344  -6.576  -0.06
H  -16.276  -2.991  -5.898  0.07
H  -16.813  -2.385  -4.277  0.08
H  -17.490  -1.744  -5.748  0.05
H  -18.193  -4.483  -4.519  0.15
H  -20.430  -3.716  -5.204  0.08
H  -19.675  -2.427  -6.162  0.09
H  -19.539  -2.508  -4.254  0.09
H  -17.328  -4.696  -6.689  0.06
C  -14.598  -5.836  -9.689  -0.04
C  -15.897  -5.583  -8.865  -0.45
C  -16.621  -6.841  -8.456  -0.04
O  -15.667  -4.742  -7.693  -0.11
H  -14.898  -6.504  -10.488  0.07
H  -13.822  -6.278  -9.087  0.07
H  -14.286  -4.890  -10.187  0.09
H  -16.516  -4.984  -9.550  0.13
H  -16.141  -7.291  -7.604  0.09
H  -16.556  -7.501  -9.295  0.07
H  -17.659  -6.580  -8.261  0.08
H  -15.598  -3.831  -8.066  0.06
C  -21.603  -2.713  -8.539  -0.09
C  -21.192  -3.948  -9.208  -0.54
C  -19.936  -3.583  -9.996  -0.06
O  -21.049  -5.022  -8.331  -0.04
H  -20.774  -2.130  -8.168  0.05
H  -22.374  -2.957  -7.742  0.11
H  -22.083  -1.982  -9.200  0.08
H  -21.945  -4.275  -9.925  0.14
H  -19.032  -3.246  -9.441  0.09
H  -20.166  -2.772  -10.665  0.07
H  -19.635  -4.413  -10.632  0.07
H  -20.208  -4.890  -7.848  0.08
O  -14.139  2.583  -6.280  -0.10
H  -13.942  1.610  -6.121  0.04
H  -15.087  2.820  -6.335  0.03
O  -15.192  -0.088  -6.102  -0.07
H  -14.752  -0.903  -6.394  0.01
H  -16.109  -0.382  -5.892  0.03
O  -14.572  -2.278  -8.056  -0.05
H  -14.616  -1.420  -8.456  0.02
H  -13.713  -2.707  -8.153  0.03

Result of the stability comparison: arrangement Q is the least stable of them.